[1]
This record from OMol25 describes an isolated ion of composition C2H3F3NO2 and charge -1 in a non-equilibrium geometry. The level of theory is ωB97M-V/def2-TZVPD.

Summary:
- relative energy (zero: lowest compared OMol25 entry of this formula, charge and spin) (kJ/mol) = 0.0
- max |F| (eV/Å) = 4.3
- HOMO-LUMO gap (eV) = 7.21
- charge = -1
- LUMO energy (eV) = 4.39

Geometry (Å):
C -1.57811 0.37349 -0.14532
C 1.56094 0.00113 0.16938
N 0.37254 -0.98095 -0.65391
O -0.12158 -1.76486 0.25636
O -0.63032 0.08552 -1.02564
F 1.79695 1.18674 -0.42924
F 2.76005 -0.63143 0.30718
F 1.24629 0.24737 1.45916
H -1.38866 1.50404 0.10919
H -1.54390 -0.23005 0.67128
H -2.47419 0.20899 -0.71845

Mulliken population analysis, charges in e, atoms 1 to 6: -0.67 0.71 0.07 -0.70 -0.31 -0.28

=====

[2]
This record from OMol25 describes a 2-piece molecular cluster, C25H12BF6N4O4 overall in a non-equilibrium geometry. The level of theory is ωB97M-V/def2-TZVPD.

Summary:
- max |F| (eV/Å) = 4.8
- HOMO-LUMO gap (eV) = 5.53
- charge = -1
- LUMO energy (eV) = 1.30

Geometry (Å):
N 0.23880 2.36196 -2.89277
C 0.76157 1.79407 -1.99395
C 1.29453 0.98985 -0.99652
C 0.51153 1.07772 0.30978
C 0.92264 -0.06496 1.20106
N 0.07966 -0.67116 2.07870
O -0.99862 -0.45407 2.59302
O 0.73621 -1.94072 2.47965
N 1.84707 -2.11412 1.75706
C 1.91879 -0.99618 0.94498
C 2.74387 -0.86292 -0.27096
N 3.84388 -1.76140 -0.66037
O 4.39128 -2.56215 0.15046
O 4.19771 -1.68883 -1.84121
C 2.28364 0.06204 -1.19074
H -0.69889 0.80177 0.11283
H 2.87297 0.11869 -2.14606
F 1.11055 4.75446 3.45344
C 1.71142 5.10168 2.24502
C 2.85058 5.92091 2.37861
C 3.59549 6.27574 1.24750
C 3.17376 5.76621 0.04807
C 2.08748 4.90199 -0.03856
F 1.84423 4.30550 -1.24091
C 1.23633 4.51249 1.03448
B -0.14082 3.85680 0.84203
C -1.04978 3.64044 2.07447
C -0.96246 2.64932 3.04324
F 0.14964 1.87288 3.13015
C -1.92983 2.40736 4.03559
C -2.96190 3.37419 4.20778
C -2.94969 4.48575 3.38245
C -2.01513 4.61028 2.37965
F -2.04970 5.77847 1.67787
C -0.98463 4.19050 -0.45233
C -2.05262 3.42790 -0.97548
F -2.31179 2.17441 -0.44471
C -2.87463 3.78451 -2.05772
C -2.80402 5.07614 -2.58876
C -1.88269 5.93702 -2.01215
C -1.02688 5.49537 -1.00399
F -0.24724 6.48262 -0.44951
H 0.53265 2.11790 0.55847
H 3.19602 6.18609 3.37604
H 4.48902 6.85211 1.36315
H 3.77597 5.93281 -0.84244
H -1.88946 1.50271 4.63107
H -3.76380 3.21428 4.96739
H -3.71831 5.26197 3.52190
H -3.56207 3.03807 -2.46119
H -3.43594 5.38976 -3.41637
H -1.74534 6.93359 -2.41941

Mulliken population analysis, charges in e, atoms 1 to 6: -0.84 -0.40 -0.11 2.40 -0.32 0.75

=====

[3]
This record from OMol25 describes C33H48BiN8OSi2 as an isolated structure in a non-equilibrium geometry. The level of theory is ωB97M-V/def2-TZVPD.

Summary:
- relative energy (zero: lowest compared OMol25 entry of this formula, charge and spin) (kJ/mol) = 0.0
- max |F| (eV/Å) = 3.2
- HOMO-LUMO gap (eV) = 5.72
- charge = -1
- LUMO energy (eV) = 1.74

Geometry (Å):
Bi -13.77933 7.39200 8.44497
C -15.63334 11.89362 7.25520
Si -14.95237 10.24310 6.71234
C -15.92988 9.37554 5.47684
C -13.38733 10.56392 5.87500
N -14.79215 9.27950 8.15643
C -15.70620 9.45550 9.24448
C -17.08162 9.67789 9.05674
C -17.95212 9.91613 10.13281
C -17.46809 9.96636 11.45297
C -16.11899 9.80539 11.60790
C -15.17111 9.50771 10.58730
N -13.83122 9.34004 10.80699
Si -13.25391 8.60189 12.15152
C -12.48929 9.67376 13.48623
C -11.85181 7.28871 11.57822
C -14.50252 7.51518 13.08514
H -15.62701 12.56662 6.43914
H -15.10823 12.29909 8.07015
H -16.61681 11.88304 7.63322
H -15.95228 9.85193 4.47055
H -16.94942 9.32513 5.86053
H -15.47571 8.36428 5.44783
H -13.54609 11.45377 5.25551
H -13.31363 9.73146 5.20133
H -12.43415 10.68070 6.42648
H -17.50290 9.60687 8.03333
H -18.98909 10.03807 9.92403
H -18.15540 10.07601 12.32643
H -15.72349 9.93881 12.59354
H -13.18178 10.39247 13.89618
H -11.61887 10.27267 13.23265
H -12.22210 8.96071 14.27450
H -11.05417 7.92564 11.16054
H -12.22191 6.59262 10.83281
H -11.39627 6.77076 12.41406
H -15.11294 8.09951 13.80954
H -13.97317 6.67470 13.59285
H -15.14247 7.02365 12.37130
C -14.37887 4.33803 10.64190
N -13.31336 4.13638 9.69760
C -13.88288 3.54992 8.48397
C -12.07520 3.52810 10.15367
C -11.04823 3.42884 9.04225
N -10.59156 4.65635 8.49309
C -9.74534 4.43565 7.33614
C -9.96152 5.61695 9.42033
H -14.94769 3.47865 11.10947
H -15.12997 5.06303 10.20934
H -14.05982 4.89232 11.54047
H -14.16105 2.51874 8.54352
H -13.21415 3.69161 7.61475
H -14.78950 4.06445 8.27626
H -12.23947 2.50736 10.60630
H -11.62829 4.19150 10.97535
H -11.48274 2.83971 8.23663
H -10.25623 2.73092 9.48450
H -8.87440 3.78758 7.52177
H -9.43763 5.42207 6.93692
H -10.28563 3.91594 6.56317
H -8.96954 5.30612 9.80346
H -10.54070 5.73371 10.40416
H -9.80825 6.62875 8.90680
C -10.27192 10.45272 8.14550
C -9.64823 10.17484 6.92834
C -10.12003 9.11907 6.19102
C -11.21917 8.35407 6.67508
N -11.65200 8.56362 7.91206
C -11.26034 9.59278 8.58113
C -11.98101 7.32292 5.89554
C -11.52784 6.89940 4.63170
C -12.28393 6.00326 3.88621
C -13.51977 5.55968 4.28147
C -14.00601 6.01681 5.52910
C -13.24169 6.84227 6.33085
H -10.05985 11.37663 8.64398
H -8.81324 10.68598 6.47092
H -9.67496 8.93411 5.25630
H -11.72472 9.75089 9.56160
H -10.54512 7.19715 4.27893
H -11.83302 5.57078 2.99544
H -14.09053 4.81221 3.67885
H -14.99915 5.72545 5.83143
N -17.14318 6.46834 10.02201
C -17.00931 6.01081 8.74708
O -16.04553 6.50041 8.08306
C -17.82522 5.01148 8.18503
C -17.85617 4.78306 6.76025
N -17.90041 4.49711 5.63774
C -19.00750 4.66040 8.84885
N -19.94097 4.35134 9.49786
H -18.03967 6.32733 10.44939
H -16.77376 7.40960 10.18137

Mulliken population analysis, charges in e, atoms 1 to 6: 1.79 -1.46 0.02 -0.82 -0.86 0.32

=====

Look up the charge of the third one. -1

=====

What is the formula in the third record? C33H48BiN8OSi2

=====

Repeat the second record exactly.
This record from OMol25 describes a 2-piece molecular cluster, C25H12BF6N4O4 overall in a non-equilibrium geometry. The level of theory is ωB97M-V/def2-TZVPD.

Summary:
- max |F| (eV/Å) = 4.8
- HOMO-LUMO gap (eV) = 5.53
- charge = -1
- LUMO energy (eV) = 1.30

Geometry (Å):
N 0.23880 2.36196 -2.89277
C 0.76157 1.79407 -1.99395
C 1.29453 0.98985 -0.99652
C 0.51153 1.07772 0.30978
C 0.92264 -0.06496 1.20106
N 0.07966 -0.67116 2.07870
O -0.99862 -0.45407 2.59302
O 0.73621 -1.94072 2.47965
N 1.84707 -2.11412 1.75706
C 1.91879 -0.99618 0.94498
C 2.74387 -0.86292 -0.27096
N 3.84388 -1.76140 -0.66037
O 4.39128 -2.56215 0.15046
O 4.19771 -1.68883 -1.84121
C 2.28364 0.06204 -1.19074
H -0.69889 0.80177 0.11283
H 2.87297 0.11869 -2.14606
F 1.11055 4.75446 3.45344
C 1.71142 5.10168 2.24502
C 2.85058 5.92091 2.37861
C 3.59549 6.27574 1.24750
C 3.17376 5.76621 0.04807
C 2.08748 4.90199 -0.03856
F 1.84423 4.30550 -1.24091
C 1.23633 4.51249 1.03448
B -0.14082 3.85680 0.84203
C -1.04978 3.64044 2.07447
C -0.96246 2.64932 3.04324
F 0.14964 1.87288 3.13015
C -1.92983 2.40736 4.03559
C -2.96190 3.37419 4.20778
C -2.94969 4.48575 3.38245
C -2.01513 4.61028 2.37965
F -2.04970 5.77847 1.67787
C -0.98463 4.19050 -0.45233
C -2.05262 3.42790 -0.97548
F -2.31179 2.17441 -0.44471
C -2.87463 3.78451 -2.05772
C -2.80402 5.07614 -2.58876
C -1.88269 5.93702 -2.01215
C -1.02688 5.49537 -1.00399
F -0.24724 6.48262 -0.44951
H 0.53265 2.11790 0.55847
H 3.19602 6.18609 3.37604
H 4.48902 6.85211 1.36315
H 3.77597 5.93281 -0.84244
H -1.88946 1.50271 4.63107
H -3.76380 3.21428 4.96739
H -3.71831 5.26197 3.52190
H -3.56207 3.03807 -2.46119
H -3.43594 5.38976 -3.41637
H -1.74534 6.93359 -2.41941

Mulliken population analysis, charges in e, atoms 1 to 6: -0.84 -0.40 -0.11 2.40 -0.32 0.75